# 1
The following is a DFT calculation (ωB97M-V/def2-TZVPD) of C38H35MgN2O4PS as an isolated structure at a distorted geometry.

Energy above the lowest of the compared OMol25 structures with the same formula, charge and spin ... 10.4 kJ/mol
Highest occupied orbital energy ... -7.9283 eV
M ... 671.05 u
DFT total energy ... -2819.2621 Eh

```
82
Properties=species:S:1:pos:R:3:mulliken_charge:R:1
Mg 0.90093 -0.98350 -1.63546 2.5563
C -1.14025 -0.38986 -5.83040 -1.6881
C -0.86338 0.20833 -4.45423 1.2391
C -1.31634 1.66433 -4.36460 -1.4479
C -1.49469 -0.66917 -3.36066 -0.4728
C -3.03054 -0.61280 -3.26462 -0.6893
O -3.27927 -0.02636 -1.97350 -0.4655
C -2.09552 0.11472 -1.35205 0.4026
N -1.06529 -0.22643 -2.02485 0.1761
C -2.14633 0.62341 0.02538 -0.2241
C -3.39057 0.61469 0.65810 -0.8756
C -3.51961 1.02208 1.97279 -1.0029
C -2.40234 1.46264 2.66264 -0.6612
C -1.16906 1.50448 2.03026 -0.5663
C -1.00777 1.08684 0.71085 0.4267
P 0.63928 1.13326 -0.11229 1.0976
C 1.74867 1.48259 1.28894 0.2458
C 2.23333 0.36530 1.96876 -0.1218
C 3.01409 0.52104 3.10317 -0.8002
C 3.35297 1.79486 3.53850 -0.6167
C 2.91832 2.90661 2.83193 -0.7178
C 2.10714 2.75650 1.71666 -0.2745
C 0.51892 2.73772 -0.98072 0.1132
C -0.36211 3.75749 -0.62471 -0.3363
C -0.37600 4.94616 -1.33996 -0.6185
C 0.48310 5.12679 -2.41495 -0.7102
C 1.36117 4.11516 -2.77532 -0.5455
C 1.37726 2.92564 -2.06406 -0.2304
H -0.67258 0.21506 -6.60721 0.4391
H -2.21383 -0.43058 -6.03122 0.2962
H -0.73895 -1.40265 -5.89579 0.4181
H 0.21656 0.17078 -4.27413 -0.0825
H -2.37034 1.77284 -4.63017 0.2868
H -0.73426 2.27570 -5.05437 0.4812
H -1.16879 2.06220 -3.35902 0.1982
H -1.15076 -1.69779 -3.51227 0.7252
H -3.48938 -1.60028 -3.28742 0.2543
H -3.49682 0.01663 -4.02051 0.3902
H -4.25667 0.27587 0.10789 0.5210
H -4.48822 0.99657 2.45419 0.4118
H -2.48633 1.77391 3.69632 0.5024
H -0.30814 1.86795 2.57454 0.4057
H 2.00568 -0.62469 1.58915 0.2778
H 3.36552 -0.35170 3.63865 0.4628
H 3.97398 1.92384 4.41583 0.3769
H 3.21525 3.89977 3.14521 0.4104
H 1.77027 3.63277 1.17675 0.3598
H -1.04049 3.62532 0.20852 0.4476
H -1.06072 5.73579 -1.05674 0.4338
H 0.46888 6.05784 -2.96681 0.3835
H 2.02889 4.25536 -3.61611 0.4455
H 2.06367 2.13184 -2.33668 0.1151
C -3.84949 -3.61650 5.59189 -0.8124
C -2.94235 -3.82085 6.77974 0.5954
O -3.31369 -3.69065 7.91475 -0.5389
S -1.27572 -4.44514 6.52781 -0.1443
C -0.81235 -3.94429 4.88262 -0.2241
C -0.46761 -4.89896 3.93622 -0.4210
C -0.08188 -4.51474 2.66140 -0.6002
C -0.04932 -3.16485 2.30672 0.2462
C -0.36855 -2.21236 3.28341 0.0424
C -0.73807 -2.59207 4.55846 -0.6515
C 0.28354 -2.71660 0.98864 0.0364
C 0.57077 -2.34445 -0.13840 -1.6960
H -4.46699 -2.73559 5.76577 0.2602
H -4.50953 -4.48513 5.54928 0.2659
H -3.32861 -3.52510 4.64801 0.2988
H -0.51061 -5.94796 4.20026 0.4482
H 0.18213 -5.26493 1.92823 0.5086
H -0.31767 -1.16575 3.02868 0.5834
H -0.98814 -1.83882 5.29587 0.4518
O 4.40883 0.90146 -0.85727 -0.5977
C 4.11876 0.07227 -1.68599 0.2209
C 5.10426 -0.59392 -2.66055 -0.5941
C 4.23801 -1.57141 -3.45593 -0.5423
C 2.84786 -1.28278 -2.92651 0.3214
O 1.77865 -1.79374 -3.32756 -0.7203
N 2.84826 -0.39859 -1.93388 -0.0346
H 5.89806 -1.08095 -2.09711 0.3047
H 5.56047 0.18007 -3.27678 0.2631
H 4.47850 -2.61428 -3.24567 0.2866
H 4.27400 -1.43820 -4.53634 0.2908
```

# 2
The following is a DFT calculation (ωB97M-V/def2-TZVPD) of C38H35N4P2Se3Ta as an isolated structure.

Highest occupied orbital energy ... -13.7228 eV
M ... 1027.50 u
Charge ... +2
DFT total energy ... -9631.7217 Eh

```
83
Properties=species:S:1:pos:R:3:nbo_charge:R:1
Ta -0.31868 0.99001 -0.04541 1.5148
C 1.91115 -3.03943 3.70961 -0.6484
C 1.79806 -1.59605 4.12925 -0.0016
C 2.39597 -1.22753 5.33324 -0.1939
C 2.31557 0.06075 5.83454 -0.1595
C 1.60004 1.02826 5.14626 -0.2003
C 1.01217 0.69378 3.94101 -0.2140
C 1.12392 -0.59239 3.40928 -0.3120
P 0.28182 -0.89578 1.84040 1.0028
C 1.16512 -2.16543 0.89397 -0.3742
C 0.45197 -3.26577 0.41620 -0.2302
C 1.07844 -4.21747 -0.36911 -0.1431
C 2.42637 -4.07324 -0.67195 -0.1909
C 3.13334 -2.98010 -0.19753 -0.2014
C 2.52483 -2.00191 0.58611 -0.0050
C 3.34059 -0.83174 1.07028 -0.6492
C -1.36258 -1.50244 2.25306 -0.4541
C -1.67577 -2.14260 3.45020 -0.1631
C -2.99623 -2.44818 3.73752 -0.2032
C -3.99697 -2.10376 2.83635 -0.1552
C -3.68605 -1.45778 1.64803 -0.2341
C -2.36485 -1.14857 1.34513 0.1031
C -1.97945 -0.43326 0.08811 -0.9499
H 2.01674 -3.66581 4.59412 0.2424
H 2.79230 -3.20355 3.08525 0.2351
H 1.04889 -3.39772 3.15146 0.2185
H 2.92542 -1.98421 5.89916 0.2300
H 2.79282 0.30176 6.77507 0.2369
H 1.49903 2.02963 5.54211 0.2313
H 0.43289 1.44125 3.41542 0.2044
H -0.59456 -3.38498 0.67271 0.2299
H 0.52401 -5.07477 -0.72662 0.2256
H 2.92978 -4.81815 -1.27397 0.2363
H 4.18432 -2.87670 -0.43943 0.2301
H 4.20429 -0.67761 0.42513 0.2406
H 3.70559 -0.99519 2.08635 0.2455
H 2.77256 0.10258 1.08846 0.2113
H -0.90040 -2.37787 4.16809 0.2328
H -3.24601 -2.94101 4.66701 0.2399
H -5.02882 -2.33627 3.06429 0.2380
H -4.47319 -1.18583 0.95563 0.2268
H -2.84577 0.03804 -0.38278 0.2667
H -1.59385 -1.16509 -0.64101 0.2732
Se -1.19803 2.19883 -2.17102 -0.2098
P 0.14333 0.83843 -3.25738 1.1440
Se 1.16391 -0.31607 -1.68760 -0.1485
C 1.31633 1.78606 -4.21592 -0.3689
C 0.85415 2.88511 -4.94420 -0.2048
C 1.72502 3.57474 -5.76750 -0.1797
C 3.05207 3.17293 -5.86443 -0.1528
C 3.51214 2.08604 -5.13712 -0.1915
C 2.64739 1.38795 -4.30810 -0.1937
C -0.83589 -0.25140 -4.28431 -0.4776
C -1.76323 0.31537 -5.16229 -0.1202
C -2.48591 -0.50096 -6.01183 -0.2057
C -2.28866 -1.87710 -5.98886 -0.1536
C -1.36978 -2.43987 -5.11727 -0.1837
C -0.63935 -1.62979 -4.25985 -0.1796
H -0.17544 3.21380 -4.86640 0.2221
H 1.37174 4.42724 -6.33105 0.2380
H 3.73038 3.71488 -6.50965 0.2401
H 4.54627 1.77937 -5.21272 0.2390
H 3.01543 0.54112 -3.74362 0.2276
H -1.92888 1.38586 -5.18637 0.2154
H -3.20405 -0.06628 -6.69345 0.2394
H -2.85596 -2.51132 -6.65673 0.2397
H -1.21653 -3.51024 -5.10455 0.2357
H 0.07811 -2.07618 -3.58307 0.2294
N -3.31501 5.61566 1.14067 -0.7549
C -2.94835 4.37361 1.49739 0.3809
C -2.20488 3.54900 0.62449 -0.0249
N -1.86046 2.31585 0.97895 -0.4735
C -2.21860 1.88569 2.20371 -0.0847
C -2.92988 2.72176 3.04727 0.0733
N -3.29943 3.94397 2.71070 -0.3902
H -3.08110 6.00944 0.24817 0.4093
H -3.84374 6.16870 1.79428 0.4302
H -1.88501 3.92403 -0.33537 0.2158
H -1.95710 0.88318 2.50241 0.2462
H -3.21462 2.37421 4.03303 0.2281
Se 2.08331 4.26370 2.58769 0.2917
C 1.34861 3.09257 1.60950 0.1775
N 0.80687 2.27228 0.91138 -0.8575
```

# 3
The following is a DFT calculation (ωB97M-V/def2-TZVPD) of C38H35N5NaPS6Se2 as an isolated structure.

Energy above the lowest of the compared OMol25 structures with the same formula, charge and spin ... 0.0 kJ/mol
Highest occupied orbital energy (spin up / spin down) ... -4.0716 / -4.4463 eV
⟨S²⟩ ... 0.763
M ... 966.02 u
Charge ... -1
DFT total energy ... -9438.6173 Eh
2S+1 ... 2

```
88
Properties=species:S:1:pos:R:3:mulliken_spin:R:1
Na 0.00991 -0.73763 0.83249 0.0460
Se 0.10353 2.78550 3.58841 0.0468
Se 1.98063 0.06465 4.42033 -0.0031
C 0.22859 -0.71180 4.44030 0.0224
C -0.24597 -1.10280 5.69250 -0.0038
C -1.49109 -1.69264 5.77563 0.0017
C -2.22297 -1.88398 4.61022 -0.0006
C -1.66367 -1.46717 3.41698 0.0033
N -0.46446 -0.88544 3.32119 -0.0009
C 1.73048 2.88327 2.68584 0.0750
C 2.21989 4.17015 2.38059 -0.0236
C 3.28664 4.37895 1.55056 0.0645
C 3.93047 3.26485 1.00188 -0.0330
C 3.51168 2.02527 1.36632 0.0501
N 2.46368 1.80773 2.22835 -0.0322
H 0.35930 -0.93970 6.57506 -0.0010
H -1.88405 -2.00498 6.73537 0.0003
H -3.19426 -2.35854 4.61433 -0.0001
H -2.19769 -1.61531 2.48563 0.0008
H 1.66346 4.99826 2.79420 0.0002
H 3.60454 5.38420 1.30607 0.0049
H 4.75779 3.35795 0.31348 -0.0006
H 3.97690 1.11809 1.01458 0.0090
N -0.01833 2.46712 0.02908 0.0038
C 0.57012 2.95727 -1.11046 0.0005
C 0.98033 4.30044 -1.15935 -0.0050
C 1.59168 4.81520 -2.28214 0.0006
C 1.80318 4.01748 -3.40493 0.0001
C 1.39935 2.69620 -3.36306 0.0029
C 0.80424 2.14074 -2.23063 -0.0020
P 0.30397 0.37811 -2.17668 -0.0194
C -0.84439 0.36619 -3.60696 0.0017
C -2.14231 0.80816 -3.35039 0.0003
C -3.07650 0.89781 -4.37028 -0.0001
C -2.72920 0.53060 -5.66315 0.0000
C -1.44282 0.08425 -5.92766 0.0000
C -0.50416 0.00598 -4.90762 -0.0001
C 1.79481 -0.48516 -2.77786 0.0001
C 1.66701 -1.78224 -3.27723 -0.0011
C 2.78963 -2.52460 -3.60649 0.0000
C 4.05754 -1.99142 -3.42104 -0.0008
C 4.19510 -0.71432 -2.89864 0.0046
C 3.07181 0.03407 -2.57629 0.0010
H -0.19282 3.09959 0.79448 -0.0018
H -0.65717 1.68707 -0.03034 -0.0054
H 0.79980 4.92958 -0.29528 0.0018
H 1.89537 5.85553 -2.29097 0.0003
H 2.26985 4.42285 -4.29297 -0.0001
H 1.55898 2.06082 -4.22744 -0.0002
H -2.42089 1.08809 -2.33917 -0.0001
H -4.07887 1.24530 -4.15295 0.0000
H -3.46006 0.58792 -6.46004 0.0000
H -1.16519 -0.20526 -6.93373 0.0000
H 0.49745 -0.34148 -5.12655 0.0000
H 0.68600 -2.22930 -3.37590 0.0007
H 2.67058 -3.53303 -3.98207 0.0000
H 4.93463 -2.57765 -3.66495 -0.0001
H 5.18091 -0.29883 -2.72963 -0.0002
H 3.19224 1.02480 -2.15610 -0.0017
C -4.01446 1.73079 3.67761 -0.0001
C -3.61674 1.05459 2.40990 0.0032
C -4.29802 0.20679 1.55843 0.0001
C -3.36197 -0.16901 0.57486 0.0007
N -2.19064 0.41588 0.80980 0.0011
N -2.37543 1.16209 1.91747 0.0035
C -3.52264 -1.13584 -0.55158 0.0001
H -5.09832 1.74897 3.77532 0.0001
H -3.64367 2.75587 3.70902 0.0004
H -3.59972 1.19891 4.53675 -0.0001
H -5.32734 -0.10116 1.63848 0.0000
H -1.57010 1.62431 2.34989 -0.0056
H -4.45873 -0.97131 -1.08695 0.0000
H -3.51622 -2.16076 -0.17592 0.0001
H -2.69109 -1.05579 -1.24947 -0.0003
S 2.64469 -0.81453 1.52227 0.3723
C 2.20128 0.42900 2.56924 0.4080
C 0.66914 -4.05999 3.03111 0.0038
S -0.95043 -4.62959 2.45231 -0.0001
C -0.50015 -5.36860 0.93318 0.0020
C -0.23479 -4.70793 -0.22277 -0.0006
S -0.24413 -3.03646 -0.59710 0.0027
S 0.19717 -5.77777 -1.55319 0.0002
C 0.08890 -7.29908 -0.74447 0.0001
S 0.36903 -8.75617 -1.47727 0.0000
S -0.35100 -7.11552 0.90311 0.0001
H 0.51713 -3.58555 4.00143 -0.0003
H 1.08901 -3.33251 2.33789 0.0018
H 1.34406 -4.90639 3.14567 0.0002
```